No. 1
This record from the Open Molecules 2025 dataset describes C4H14N2O2 as an isolated structure. The level of theory is ωB97M-V/def2-TZVPD.

Properties
Multiplicity = 1
Gap between HOMO and LUMO = 9.1235 eV
Energy above the lowest of the compared OMol25 structures with the same formula, charge and spin = 72.2 kcal per mole

Geometry as XYZ:
```
22
Properties=species:S:1:pos:R:3:nbo_charge:R:1
C -0.506 -0.649 0.505 0.530
C 1.939 -0.689 -0.808 -0.254
C -1.785 -0.188 -0.144 -0.685
C -0.369 -2.138 0.688 -0.673
N -0.092 0.131 1.536 -0.834
O 0.626 -0.190 -0.910 -0.694
H 0.717 -0.217 2.037 0.368
H 0.079 1.126 1.205 0.440
H 1.977 -1.746 -1.092 0.169
H 2.337 -0.584 0.215 0.151
H 2.596 -0.124 -1.476 0.192
H -1.757 0.884 -0.341 0.269
H -2.614 -0.402 0.535 0.223
H -1.935 -0.720 -1.080 0.223
H 0.586 -2.398 1.143 0.218
H -0.459 -2.634 -0.275 0.235
H -1.169 -2.492 1.341 0.239
N -0.546 2.865 -0.650 -0.556
O 0.605 2.153 -0.147 -0.718
H 0.660 1.098 -0.680 0.496
H -0.266 3.233 -1.559 0.327
H -0.625 3.682 -0.045 0.333
```


No. 2
This record from the Open Molecules 2025 dataset describes a 2-piece molecular cluster, C14H16O overall. The level of theory is ωB97M-V/def2-TZVPD.

Properties
Multiplicity = 1
Gap between HOMO and LUMO = 9.0597 eV
SMILES = Cc1ccc(O)cc1.Cc1ccccc1
Energy above the lowest of the compared OMol25 structures with the same formula, charge and spin = 70.0 kcal per mole

Geometry as XYZ:
```
31
Properties=species:S:1:pos:R:3:nbo_charge:R:1
C -0.018 -3.644 1.414 -0.626
C 2.220 -0.327 3.008 -0.235
C 1.230 -0.151 2.046 -0.183
C 2.376 -1.689 3.486 -0.171
C 0.641 -1.397 1.463 -0.208
C 1.760 -2.837 2.999 -0.248
C 0.901 -2.653 1.970 -0.031
H 2.901 0.383 3.291 0.211
H 0.935 0.736 1.577 0.212
H 3.167 -1.819 4.197 0.199
H -0.360 -1.254 0.866 0.206
H 1.683 -3.676 3.706 0.220
H 0.165 -3.769 0.349 0.225
H -1.091 -3.419 1.634 0.222
H 0.312 -4.548 2.014 0.207
C 1.732 1.086 -2.309 -0.631
C -0.536 0.345 -1.863 -0.195
C 0.224 1.404 -2.091 -0.044
C -1.931 0.490 -1.721 -0.294
C -2.474 1.808 -1.822 0.306
C -0.320 2.741 -2.198 -0.177
C -1.666 2.960 -1.969 -0.268
O -3.792 2.129 -1.941 -0.672
H -0.075 -0.534 -1.691 0.209
H -2.703 -0.207 -1.602 0.206
H 2.085 0.064 -2.785 0.221
H 2.316 1.401 -1.511 0.214
H 0.305 3.591 -2.410 0.207
H -4.371 1.407 -1.506 0.475
H -1.846 4.013 -2.012 0.231
H 2.068 1.778 -3.069 0.211
```


No. 3
This record from the Open Molecules 2025 dataset describes C18H66CrN2O17 as an isolated structure. The level of theory is ωB97M-V/def2-TZVPD.

Properties
Multiplicity = 5
Charge = +2
Gap between HOMO and LUMO (alpha / beta) = 5.6323 / 5.3519 eV
<S²> = 6.031

Geometry as XYZ:
```
104
Properties=species:S:1:pos:R:3:mulliken_spin:R:1
Cr 1.336 2.059 2.069 2.825
C -3.153 1.896 1.009 0.003
C -2.425 0.900 0.067 0.000
C -3.464 0.599 -1.102 0.002
C -2.882 0.283 -2.484 0.001
C -1.795 1.199 -2.873 0.006
C -0.585 1.169 -1.812 -0.016
N -1.196 1.580 -0.483 0.093
O -0.268 2.034 0.508 0.094
C 0.405 2.235 -2.445 0.008
C 0.108 -0.246 -1.820 -0.005
C -2.134 -0.426 0.812 -0.011
H -3.540 2.830 0.602 0.001
H -2.520 2.168 1.853 0.000
H -3.962 1.278 1.400 0.000
H -4.375 1.198 -1.113 0.000
H -3.905 -0.350 -0.798 0.000
H -3.655 0.345 -3.249 0.000
H -2.428 -0.707 -2.445 0.000
H -2.336 2.140 -2.976 -0.001
H -1.449 0.890 -3.859 0.000
H 1.323 2.422 -1.887 -0.001
H -0.023 3.237 -2.489 -0.001
H 0.731 1.973 -3.451 0.001
H 0.907 -0.306 -1.081 0.003
H 0.624 -0.551 -2.730 0.003
H -0.533 -1.083 -1.543 -0.003
H -1.064 -0.630 0.828 0.012
H -2.646 -1.281 0.369 0.000
H -2.608 -0.614 1.775 -0.002
C 4.787 0.067 1.613 0.011
C 4.055 -1.274 1.788 0.015
C 4.916 -2.169 2.693 0.018
C 4.244 -3.419 3.244 -0.013
C 2.971 -2.995 4.008 0.038
C 1.973 -2.187 3.125 0.009
N 2.738 -1.067 2.490 0.555
O 1.906 -0.032 1.929 0.301
C 0.932 -1.719 4.143 0.001
C 1.489 -3.263 2.028 0.048
C 3.859 -1.969 0.403 0.050
H 5.837 -0.090 1.367 -0.001
H 4.740 0.595 2.566 -0.004
H 4.434 0.648 0.761 -0.001
H 5.419 -1.685 3.530 -0.005
H 5.811 -2.409 2.119 -0.002
H 4.792 -4.017 3.973 0.001
H 4.089 -4.172 2.471 0.001
H 3.250 -2.324 4.820 -0.014
H 2.566 -3.943 4.362 -0.002
H 1.248 -0.838 4.702 -0.001
H 0.723 -2.561 4.803 0.000
H 0.048 -1.456 3.563 0.002
H 2.192 -4.049 1.755 0.003
H 1.087 -2.774 1.141 -0.003
H 0.633 -3.789 2.452 0.000
H 4.529 -1.477 -0.302 -0.003
H 2.844 -1.896 0.012 -0.002
H 4.138 -3.017 0.511 0.003
O 2.071 -2.344 -3.640 0.000
H 2.558 -3.165 -3.564 0.000
H 1.404 -2.396 -2.955 0.000
O -4.534 -3.117 2.797 0.000
H -5.312 -3.179 3.351 0.000
H -3.879 -2.692 3.351 0.000
O 2.596 2.683 0.570 -0.011
H 3.142 2.306 -0.120 0.001
H 2.913 3.582 0.662 0.002
O 0.748 4.005 2.344 -0.006
H 0.145 4.329 3.014 0.001
H 0.759 4.693 1.679 0.004
O -1.301 3.205 -5.646 0.000
H -1.938 2.919 -4.991 0.000
H -1.102 2.415 -6.148 0.000
O 4.020 2.234 -1.592 0.000
H 3.947 1.488 -2.187 0.000
H 4.928 2.524 -1.681 0.000
O -5.338 2.936 -4.180 0.000
H -4.786 2.360 -4.708 0.000
H -4.783 3.691 -3.988 0.000
O 0.498 -3.478 -1.564 0.001
H 1.005 -3.288 -0.775 0.001
H -0.396 -3.214 -1.345 0.000
O -7.198 -0.654 0.829 0.000
H -6.989 -0.389 1.725 0.000
H -6.351 -0.685 0.384 0.000
O -2.109 4.180 -0.802 0.001
H -1.994 3.869 0.096 -0.001
H -1.887 3.425 -1.348 0.002
O -1.795 3.414 4.054 0.000
H -2.332 3.450 4.846 0.000
H -1.890 4.281 3.660 0.000
O -1.736 -0.974 -6.264 0.000
H -0.855 -1.343 -6.204 0.000
H -2.062 -0.985 -5.364 0.000
O -2.415 -3.442 -0.900 0.000
H -3.189 -3.264 -1.433 0.000
H -2.727 -3.384 0.003 0.000
O -0.061 1.468 3.422 -0.007
H -0.743 2.002 3.829 -0.002
H -0.106 0.630 3.883 0.002
O 1.378 1.282 -5.514 0.000
H 2.118 1.161 -4.918 0.000
H 0.838 0.502 -5.387 0.000
```


No. 4
This record from the Open Molecules 2025 dataset describes C12H29CeClI2NOP2 as an isolated structure. The level of theory is ωB97M-V/def2-TZVPD.

Properties
Multiplicity = 2
Charge = +2
Gap between HOMO and LUMO (alpha / beta) = 6.7982 / 6.3440 eV
Energy above the lowest of the compared OMol25 structures with the same formula, charge and spin = 0.6 kcal per mole
<S²> = 0.756

Geometry as XYZ:
```
49
Properties=species:S:1:pos:R:3:mulliken_spin:R:1
I 0.521 1.031 -5.612 0.980
I -0.410 3.287 -2.503 0.009
Ce 0.135 0.614 -1.785 -0.071
P -2.648 0.177 -1.757 0.011
C -3.676 1.264 -0.715 0.001
C -3.245 0.528 -3.434 -0.003
H -4.338 0.398 -3.459 0.001
H -4.385 -1.512 -1.581 0.001
H -2.723 -0.148 -4.115 0.001
H -2.756 -2.169 -2.079 0.000
H -3.421 2.314 -0.935 0.000
H -2.916 1.535 -3.698 0.001
C -3.292 -1.472 -1.420 0.001
H -4.753 1.063 -0.874 0.001
H -3.028 -1.740 -0.385 0.000
H -3.388 1.069 0.330 0.000
P 2.911 0.223 -1.877 0.015
C 3.849 1.272 -0.714 0.001
C 3.498 -1.428 -1.446 0.001
H 3.040 -0.104 -4.217 -0.004
H 4.671 0.456 -3.561 0.003
H 3.210 1.566 -3.795 0.001
C 3.574 0.567 -3.533 0.005
H 2.971 -2.145 -2.087 0.000
H 4.594 -1.502 -1.565 0.001
H 4.934 1.105 -0.831 0.001
H 3.503 1.008 0.296 0.000
H 3.193 -1.616 -0.408 0.000
H 3.571 2.318 -0.907 0.000
Cl 0.078 -1.471 -3.291 0.035
O 0.302 0.056 0.403 0.008
C 0.015 -0.481 1.529 0.004
C 1.034 -0.966 2.508 0.000
C 1.296 0.016 3.640 0.000
C 0.239 -0.003 4.742 0.000
C -1.159 0.278 4.212 0.000
C -1.701 -0.778 3.257 0.000
N -1.261 -0.590 1.871 -0.001
H 0.697 -1.935 2.907 0.000
H 1.989 -1.084 1.993 0.000
H 2.271 -0.221 4.091 0.000
H 1.355 1.038 3.250 0.000
H 0.262 -0.986 5.236 0.000
H 0.509 0.744 5.510 0.000
H -1.822 0.306 5.082 0.000
H -1.184 1.265 3.740 0.000
H -1.372 -1.785 3.574 0.000
H -2.794 -0.730 3.289 0.000
H -1.951 -0.632 1.124 0.000
```